Record 1
{"formula": "C2H12BeF6NO10S2", "method": "wB97M-V/def2-TZVPD", "species": ["Be", "C", "F", "F", "F", "S", "O", "O", "N", "S", "O", "O", "C", "F", "F", "F", "O", "H", "H", "O", "H", "H", "O", "H", "H", "O", "H", "H", "O", "H", "H", "O", "H", "H"], "xyz": [[0.812714, 0.684889, 0.406894], [-3.302683, -0.903696, 0.467939], [-3.042404, -0.666327, 1.748683], [-3.252671, -2.199173, 0.226370], [-4.494288, -0.457820, 0.134313], [-2.035816, 0.062717, -0.544150], [-2.660338, 0.375938, -1.783778], [-1.704647, 1.221893, 0.262134], [-0.607069, -0.799193, -0.612032], [-0.670924, -1.599049, -2.019928], [-1.859515, -2.363695, -2.221016], [-0.155801, -0.811801, -3.095880], [0.580457, -2.968301, -1.794789], [0.546646, -3.778866, -2.831628], [1.781024, -2.449556, -1.551705], [0.220729, -3.751526, -0.758202], [2.597286, 0.348326, -1.048239], [3.403715, -0.129417, -0.823178], [2.657095, 0.537190, -1.992963], [-0.520784, 1.225697, 2.507596], [-0.842805, 1.014706, 3.390611], [-0.891385, 2.090792, 2.302008], [0.083054, 2.063090, -1.584874], [-0.834819, 2.148767, -1.880676], [0.359825, 2.963777, -1.393906], [2.863563, 0.680530, 1.797336], [2.706012, 0.475808, 2.726733], [3.476666, 1.425681, 1.806149], [0.924812, -1.629836, 1.404418], [0.858647, -1.832391, 2.345255], [0.098201, -1.958010, 1.021335], [0.917358, 3.270203, 1.122360], [1.146208, 3.847388, 0.386443], [0.841935, 3.861265, 1.880353]], "forces_ev_per_a": [[-0.7, -1.3, -0.9], [0.2, -0.2, -0.5], [-0.1, -0.1, 0.1], [0.3, 0.0, 0.2], [0.0, 0.3, 0.2], [0.2, 1.2, 0.8], [0.1, -0.5, -0.4], [0.4, -0.4, 0.4], [-1.3, 1.5, 0.8], [1.4, -2.1, -2.6], [-0.4, 0.5, 0.6], [0.2, 0.3, 0.3], [-0.9, -0.4, 1.0], [0.6, 0.7, -0.6], [0.2, -0.3, -0.3], [0.2, 0.6, 0.4], [-0.7, 0.4, 0.8], [-0.1, -0.1, 0.3], [-0.5, 0.0, 0.0], [0.8, 0.1, 0.1], [0.1, -0.2, 0.0], [-0.2, -0.1, -0.2], [1.0, -0.1, 0.5], [-0.1, -0.3, 0.1], [-0.1, 0.1, -0.2], [-0.8, 0.0, -0.5], [-0.1, -0.1, 0.0], [-0.1, 0.1, -0.1], [0.0, 0.9, 0.1], [0.1, 0.0, 0.0], [0.1, 0.0, -0.1], [0.1, -0.4, -0.4], [0.0, 0.1, 0.1], [0.0, -0.1, 0.1]], "nbo_charge": [1.67, 0.77, -0.31, -0.28, -0.28, 2.17, -0.88, -0.99, -1.33, 2.21, -0.89, -0.91, 0.74, -0.28, -0.32, -0.33, -0.99, 0.52, 0.52, -0.97, 0.50, 0.50, -0.95, 0.52, 0.47, -0.96, 0.50, 0.50, -0.96, 0.49, 0.51, -0.97, 0.49, 0.51], "homo_ev": -13.578, "molar_mass_g_mol": 397.25, "lumo_energy_ev": -4.75, "homo_lumo_gap_ev": 8.828, "total_charge": 1}

---

Record 2
{"formula": "C32H47Cl3N3O3SSiV", "method": "wB97M-V/def2-TZVPD", "species": ["C", "C", "H", "H", "H", "C", "C", "H", "H", "H", "H", "V", "Cl", "Cl", "C", "O", "N", "C", "C", "H", "H", "H", "H", "H", "H", "H", "H", "H", "C", "C", "N", "H", "C", "O", "H", "H", "H", "H", "O", "C", "C", "C", "H", "C", "H", "C", "H", "C", "C", "H", "H", "H", "Si", "Cl", "C", "C", "C", "H", "H", "H", "H", "H", "H", "H", "H", "H", "N", "S", "C", "C", "C", "C", "C", "C", "C", "C", "C", "C", "C", "C", "H", "H", "H", "H", "H", "H", "H", "H", "H", "H", "H"], "xyz": [[2.821239, -2.258212, -4.519972], [2.218784, -1.559999, -5.698566], [2.786605, -3.346047, -4.642170], [2.291996, -1.986289, -3.597286], [3.878437, -1.973566, -4.400769], [2.067483, -2.116642, -6.907247], [2.534150, -3.482970, -7.276776], [1.574609, -1.562949, -7.708625], [2.316035, -4.240701, -6.508802], [3.613885, -3.534916, -7.494676], [1.995979, -3.753420, -8.194173], [1.702556, -0.510251, 3.317930], [3.157055, 1.060486, 3.654076], [1.260550, -0.805796, 1.208406], [0.067593, 2.647897, 1.325650], [-0.652298, 2.026797, 2.115472], [-0.383709, 3.328772, 0.240610], [-1.806070, 3.428994, -0.024995], [0.491423, 4.150592, -0.588034], [1.173715, 2.692214, 1.422783], [-2.351097, 2.861359, 0.731711], [-2.028103, 3.030202, -1.025509], [-2.107730, 4.485314, -0.004053], [1.513054, 4.089999, -0.196331], [0.148182, 5.196527, -0.574115], [0.480995, 3.807702, -1.634668], [0.684057, -4.588125, 1.599377], [-0.392121, -2.739021, 0.010222], [-0.326196, -4.664816, 2.026578], [-1.327999, -2.960888, 0.540336], [-1.042393, -3.405317, 1.891112], [-0.253500, -4.919425, 3.089409], [-1.496081, -2.727808, 2.973384], [-2.157572, -1.678686, 2.939243], [-1.955075, -2.066366, 0.577296], [-1.200486, -3.219526, 3.926417], [-0.872636, -5.457720, 1.493564], [-1.842551, -3.765598, -0.003422], [0.514368, -0.319999, -4.661286], [1.711315, -0.156782, -5.412182], [0.277647, 0.615038, -7.361935], [1.464036, 0.717770, -6.633663], [-0.485148, -0.097317, -7.037038], [0.091368, 1.401631, -8.504693], [2.484417, 0.310721, -4.784859], [2.463929, 1.610415, -7.040427], [-0.850029, 1.331832, -9.053506], [1.107429, 2.258128, -8.935057], [2.291954, 2.370071, -8.198456], [3.376418, 1.653522, -6.443039], [0.979726, 2.837930, -9.849924], [3.078757, 3.050537, -8.527194], [-0.445780, 0.498430, -3.592431], [2.120155, -2.407082, 4.300792], [-2.200422, 0.065752, -4.061378], [-0.123528, 2.336983, -3.723759], [0.011921, -0.135656, -1.898743], [-2.375193, 0.278954, -5.125971], [-2.920652, 0.649420, -3.469337], [-2.396632, -1.003681, -3.894173], [-0.015319, -1.234941, -1.876879], [-0.678766, 0.242620, -1.132921], [1.027485, 0.178904, -1.622187], [-0.191162, 2.660712, -4.771512], [0.880317, 2.589427, -3.355188], [-0.862792, 2.909593, -3.145160], [0.115274, 0.047056, 4.035657], [0.245493, 0.421463, 5.717235], [-0.803080, 1.696717, 6.441294], [-2.192276, 1.606079, 6.561127], [-2.879594, 2.494370, 7.400234], [-2.190365, 3.491563, 8.095373], [-0.806718, 3.627349, 7.924117], [-0.118826, 2.754406, 7.078291], [-0.347225, -1.053495, 6.539033], [0.548010, -1.639282, 7.452301], [0.139503, -2.740244, 8.197761], [-1.145712, -3.261092, 8.023742], [-2.017530, -2.692234, 7.093622], [-1.613477, -1.596044, 6.326099], [-0.766099, 0.283071, 3.573738], [-2.724030, 0.829263, 6.021680], [-3.961510, 2.404909, 7.520759], [-2.726916, 4.178664, 8.754998], [-0.269150, 4.416239, 8.454326], [0.958561, 2.844894, 6.933131], [1.546657, -1.211885, 7.553596], [0.828069, -3.193941, 8.909682], [-1.460236, -4.122828, 8.611267], [-3.016369, -3.105236, 6.952294], [-2.261011, -1.174515, 5.557357]], "forces_ev_per_a": [[0.2, -0.1, 0.1], [-0.4, 0.1, -0.9], [0.0, 0.2, 0.1], [0.1, -0.1, -0.2], [-0.2, 0.0, 0.0], [0.2, 0.4, 0.6], [-0.2, -0.5, -0.4], [0.3, 0.0, 0.3], [0.1, 0.2, -0.2], [-0.3, 0.1, 0.1], [0.3, -0.3, 0.2], [0.3, -0.1, 0.0], [1.1, 1.1, 0.0], [-0.1, -0.2, -1.4], [-0.7, -0.9, 1.1], [0.9, 1.2, -1.4], [0.0, 0.3, -0.2], [0.1, 0.0, -0.1], [-0.1, -0.3, 0.1], [-0.3, -0.1, 0.1], [0.1, 0.1, -0.1], [0.0, 0.0, 0.2], [-0.1, -0.2, 0.0], [-0.2, 0.1, -0.1], [0.2, -0.2, 0.1], [0.0, 0.1, 0.4], [-0.2, 0.0, 0.2], [-0.2, 0.1, 0.2], [-0.1, 0.3, 0.0], [0.1, -0.1, 0.0], [-0.2, -0.1, 0.1], [0.1, 0.0, -0.3], [-0.5, 1.1, -0.1], [0.7, -1.6, 0.0], [0.2, -0.2, 0.0], [-0.1, 0.3, -0.3], [0.1, 0.1, 0.2], [0.0, 0.1, 0.1], [0.1, -0.3, -0.4], [-0.5, 0.0, 0.3], [0.1, 0.2, -0.1], [0.3, 0.0, 0.1], [0.2, 0.3, -0.1], [0.2, -0.2, 0.2], [-0.1, 0.2, 0.0], [-0.4, -0.3, -0.2], [0.3, 0.0, 0.1], [0.0, 0.0, 0.1], [-0.1, -0.1, 0.1], [-0.2, 0.2, -0.2], [0.0, -0.1, 0.3], [-0.2, -0.2, 0.1], [0.5, -0.2, 0.3], [0.4, -1.3, 0.5], [-0.2, 0.0, -0.1], [-0.1, 0.2, -0.2], [-0.2, 0.1, -0.1], [0.0, 0.0, 0.2], [0.1, -0.2, -0.1], [0.1, 0.3, 0.0], [0.0, 0.3, 0.0], [0.2, -0.1, 0.0], [-0.2, -0.1, 0.0], [0.0, 0.0, 0.2], [-0.2, -0.1, -0.1], [0.2, -0.1, -0.1], [-1.8, 0.9, 1.8], [-1.1, 0.7, 0.5], [1.8, -1.4, -1.0], [-1.6, 0.1, 0.3], [0.5, -0.4, -0.4], [-0.7, 0.2, 0.3], [0.9, -0.6, -0.8], [0.1, 0.9, 0.8], [0.4, 0.0, -0.2], [-0.4, 0.1, 0.0], [0.1, 0.3, -0.2], [-0.2, 0.0, 0.0], [0.2, 0.1, 0.0], [-0.2, -0.1, 0.1], [0.3, -0.1, 0.2], [-0.1, 0.2, 0.1], [0.3, 0.0, -0.1], [0.1, -0.2, -0.2], [-0.1, -0.2, -0.2], [-0.3, 0.0, 0.1], [-0.3, -0.2, 0.0], [-0.2, 0.1, -0.2], [0.0, 0.2, -0.1], [0.2, 0.1, 0.0], [0.2, -0.3, 0.1]], "mulliken_spin": [0.00, 0.00, 0.00, 0.00, 0.00, 0.00, 0.00, 0.00, 0.00, 0.00, 0.00, 2.00, 0.02, 0.02, -0.01, 0.01, 0.00, 0.00, 0.00, 0.00, 0.00, 0.00, 0.00, 0.00, 0.00, 0.00, 0.00, 0.00, 0.00, 0.00, 0.00, 0.00, 0.00, 0.00, 0.00, 0.00, 0.00, 0.00, 0.00, 0.00, 0.00, 0.00, 0.00, 0.00, 0.00, 0.00, 0.00, 0.00, 0.00, 0.00, 0.00, 0.00, 0.00, 0.02, 0.00, 0.00, 0.00, 0.00, 0.00, 0.00, 0.00, 0.00, 0.00, 0.00, 0.00, 0.00, 0.02, 0.18, 0.06, 0.24, -0.13, 0.28, -0.07, 0.12, 0.00, 0.01, -0.01, 0.06, -0.04, 0.10, 0.01, 0.06, -0.01, 0.04, 0.00, 0.01, 0.00, 0.00, 0.01, 0.00, 0.01], "homo_ev": [-1.300, -5.841], "molar_mass_g_mol": 739.20, "lumo_energy_ev": [2.05, 2.05], "homo_lumo_gap_ev": [3.348, 7.888], "total_charge": -1, "spin_multiplicity": 4, "s_squared": 3.778}

---

Record 3
{"formula": "C25H45Al2BBrF3KN3O7", "method": "wB97M-V/def2-TZVPD", "species": ["C", "C", "C", "O", "C", "C", "C", "B", "O", "O", "C", "C", "C", "C", "N", "C", "F", "C", "O", "C", "C", "C", "C", "C", "C", "C", "N", "C", "H", "H", "H", "H", "H", "H", "H", "H", "H", "H", "H", "H", "H", "H", "H", "H", "H", "H", "H", "H", "H", "H", "H", "H", "H", "H", "H", "H", "H", "H", "C", "O", "H", "H", "H", "Al", "C", "C", "C", "O", "C", "N", "H", "H", "H", "H", "H", "H", "H", "H", "H", "H", "H", "Br", "F", "K", "O", "H", "Al", "F"], "xyz": [[-1.616940, 6.537323, 1.686312], [-1.103511, 5.072865, 1.607174], [-1.665764, 4.278319, 0.386390], [-2.415337, 3.194965, 0.825625], [-2.490916, 2.172488, -0.213181], [-3.401921, 1.096654, 0.330997], [-4.751854, 1.353388, 0.441381], [-5.446809, 2.746875, -0.055317], [-4.892039, 4.002476, -0.114511], [-6.791325, 2.618646, -0.511326], [-6.642531, 2.004039, -1.851065], [-5.601767, 0.278806, 1.031791], [-5.006113, -0.878398, 1.409410], [-3.646466, -1.148255, 1.258811], [-3.204109, -2.387279, 1.672996], [-1.954912, -2.519315, 1.446384], [-1.397906, -3.675259, 1.788468], [-1.074541, -1.532906, 0.867474], [0.200385, -1.896597, 0.691831], [1.158494, -0.833898, 0.804433], [1.724156, -0.455016, -0.595139], [3.272908, -0.436074, -0.470902], [1.219218, 0.941293, -1.033275], [2.028902, 1.547334, -2.211852], [1.397447, 2.849641, -2.706704], [2.179386, 0.566170, -3.415431], [-1.505325, -0.364448, 0.520034], [-2.856854, -0.155475, 0.714821], [-1.738430, 7.022514, 0.715873], [-0.860330, 7.151329, 2.229053], [-2.535454, 6.645594, 2.272189], [0.007306, 5.115948, 1.586925], [-1.412078, 4.555818, 2.539696], [-0.796860, 3.998268, -0.230071], [-2.269660, 5.009221, -0.177671], [-1.465182, 1.805366, -0.321398], [-2.868754, 2.558783, -1.162916], [-4.486852, 4.077342, -0.993182], [-7.136773, 2.631800, -2.600072], [-5.557665, 1.967002, -2.131473], [-7.020204, 0.971804, -1.882384], [-6.708266, 0.390796, 1.173835], [-5.612352, -1.681654, 1.861799], [0.811045, 0.029419, 1.378704], [2.006856, -1.248657, 1.362807], [1.436400, -1.187918, -1.354405], [3.507854, 0.358058, 0.253083], [3.779286, -0.290835, -1.423944], [3.621037, -1.392304, -0.060456], [1.320357, 1.656251, -0.199262], [0.175971, 0.886167, -1.367097], [3.051398, 1.798795, -1.894027], [0.768957, 2.696508, -3.589809], [2.277211, 3.651693, -2.994352], [0.828933, 3.314818, -1.889924], [1.347429, -0.149368, -3.391125], [2.093289, 1.099754, -4.368141], [3.121800, 0.016109, -3.405608], [-7.508140, -1.900315, -1.607441], [-7.436610, -0.964323, -2.523100], [-7.867019, -2.902811, -1.942237], [-6.549187, -2.190874, -1.104314], [-8.180204, -1.704045, -0.724349], [-7.208564, -2.138468, 3.005609], [4.840177, -4.750638, -0.045292], [6.250160, -5.269058, 0.146182], [6.687874, -5.397251, 1.653486], [7.010738, -4.174150, 2.218731], [5.910938, -3.416557, 2.699864], [7.150809, -4.449018, -0.594987], [4.760666, -3.674040, 0.135206], [4.514833, -4.928368, -1.070003], [4.140764, -5.262302, 0.617504], [6.289374, -6.314617, -0.282361], [7.596539, -5.999314, 1.690938], [5.937573, -5.928183, 2.246973], [5.128003, -4.055202, 3.113014], [5.506665, -2.785065, 1.904480], [6.281410, -2.760563, 3.486918], [8.088080, -4.848384, -0.558134], [7.250838, -3.544387, -0.130759], [3.656605, 4.523473, -3.192800], [6.200324, -7.354283, -1.514209], [-7.949101, 1.799380, 1.359166], [9.553369, -2.240295, 2.694389], [8.844730, -2.893932, 2.771949], [0.145610, 5.751788, 3.874870], [-3.977288, 1.347407, -2.147674]], "forces_ev_per_a": [[0.5, 0.0, 0.8], [-0.5, 0.7, 0.1], [0.4, 0.8, 0.5], [0.5, -0.2, -0.1], [0.5, 0.3, 0.9], [-0.1, 0.4, -0.4], [-2.0, -0.4, 1.4], [-0.5, -1.0, -1.2], [0.3, -0.6, -0.1], [1.1, 0.0, 0.3], [0.4, 0.1, -1.0], [0.7, 1.9, -0.8], [-0.9, -0.3, 0.4], [-1.1, -0.5, 0.5], [0.7, 1.0, -0.6], [0.2, -1.4, 0.4], [0.0, 0.3, -0.1], [0.3, 0.4, -0.6], [-0.6, 0.4, 1.0], [1.3, -0.3, -1.0], [0.6, 0.8, 0.2], [-0.7, -0.2, 0.4], [0.3, 0.3, -0.6], [0.8, 0.0, -1.3], [-1.3, -1.8, 1.3], [-0.5, 0.2, 0.3], [-0.4, -0.6, 0.5], [1.0, 0.7, -0.5], [0.1, -0.2, 0.1], [-0.3, 0.2, -0.3], [0.0, -0.2, -0.4], [-0.2, -0.3, -0.3], [0.0, -0.3, -0.4], [-0.3, -0.2, 0.0], [0.0, -0.4, -0.1], [-0.3, -0.1, -0.3], [-0.1, -0.2, 0.1], [-0.1, 0.3, 0.1], [-0.3, -0.1, 0.5], [-0.5, -0.4, 0.2], [0.0, 0.2, 0.2], [2.6, -1.4, -0.6], [0.6, -0.1, -0.5], [-0.4, -0.2, -0.3], [-0.4, -0.2, 0.0], [-0.1, -0.1, 0.4], [0.4, -0.1, -0.3], [0.0, 0.2, 0.2], [0.0, 0.2, -0.1], [-0.3, -0.3, 0.0], [0.1, 0.0, 0.3], [-0.3, -0.1, 0.3], [0.3, 0.5, -0.1], [-0.2, -0.1, -0.1], [0.3, 0.5, -0.3], [0.2, 0.0, -0.1], [0.2, -0.1, 0.2], [-0.2, 0.1, 0.0], [0.0, -0.4, 1.2], [-0.1, -0.1, 0.0], [0.0, 0.1, -0.4], [0.4, 0.1, -0.4], [-0.4, 0.3, 0.0], [-0.2, -0.3, 0.1], [-0.2, -0.1, 0.3], [-0.7, 2.3, -1.2], [1.2, -1.1, 0.7], [-0.4, 0.1, 0.2], [0.1, 0.3, 0.1], [0.6, -0.7, 1.6], [0.1, 0.0, 0.0], [0.2, -0.1, 0.0], [0.0, 0.0, 0.0], [0.1, -1.8, -0.9], [0.0, 0.1, -0.1], [-0.3, 0.1, -0.3], [0.0, -0.1, -0.1], [-0.1, 0.0, 0.0], [0.1, 0.0, 0.0], [0.0, -0.1, -0.4], [-0.3, 0.4, -0.7], [0.4, 0.3, -0.1], [0.1, 1.0, 1.2], [-2.2, 1.6, 0.5], [-0.2, 0.0, -0.2], [-0.1, -0.3, -0.1], [0.0, 0.1, 0.1], [0.2, 0.3, 0.0]], "mulliken_charge": [-1.11, -0.25, 0.73, -0.51, 0.12, 0.24, 1.17, 1.06, -0.44, -0.83, -0.38, -0.48, -0.36, 0.24, -0.64, 0.13, -0.25, 0.55, -0.41, -0.86, 0.69, -1.17, -1.37, 0.51, -0.40, -1.58, -0.10, -0.60, 0.42, 0.26, 0.38, 0.43, 0.20, -0.80, 0.17, -0.60, 0.58, 0.34, 0.30, 0.15, 0.14, -0.12, 0.35, 0.38, 0.44, 0.38, 0.39, 0.38, -0.13, 0.43, 0.46, 0.61, 0.50, -0.18, 0.04, 0.35, 0.43, 0.36, -0.26, -0.52, 0.35, 0.12, 0.00, 0.66, -0.95, 0.78, -0.80, -0.25, -0.60, -0.48, -0.20, 0.41, 0.36, 0.15, 0.39, 0.41, 0.33, 0.19, 0.30, 0.34, 0.31, -0.11, -0.55, 1.04, -0.49, 0.34, 0.79, -0.80], "homo_ev": -10.500, "molar_mass_g_mol": 740.42, "lumo_energy_ev": -9.21, "homo_lumo_gap_ev": 1.293, "total_charge": 2}